Entry from the OMol25 dataset: the molecule C20H24BrN3O4S at a distorted geometry (ωB97M-V/def2-TZVPD).

Properties
HOMO energy (eV): -7.3
Kohn-Sham gap (eV): 7.673
SMILES: COc1ccccc1N1CCN(S(=O)(=O)CCNC(=O)c2ccccc2Br)CC1
ΔE to the lowest compared entry with this formula, charge and spin (eV): 17.5455

Last column: Mulliken charge in e.
Geometry (Å):
1 C -0.7444 -5.1780 -1.4076  -1.054
2 O -0.7961 -3.9418 -1.4329  -0.203
3 C -0.5772 -3.1331 -2.6626  0.604
4 C -0.1136 -3.7165 -3.9282  -0.723
5 C -0.1042 -2.9738 -5.0027  -0.438
6 C -0.3163 -1.5225 -5.0349  -1.576
7 C -0.3989 -1.0553 -3.7808  -0.252
8 C -0.6262 -1.6893 -2.5472  1.154
9 N -1.0641 -0.9263 -1.5624  -0.165
10 C -1.8271 -1.5013 -0.1642  -1.177
11 C -0.7022 -1.7025 0.6625  -0.395
12 N -0.1126 -0.6490 1.1739  0.419
13 S 0.8709 -0.6630 2.5806  0.986
14 O 1.6221 0.4933 2.6093  -0.536
15 O 1.1430 -1.9057 2.7464  -0.611
16 C -0.6439 -0.1232 3.7333  -0.828
17 C -1.2401 1.0354 3.2948  -0.824
18 N -0.5801 2.1524 3.0541  0.104
19 C -0.5665 2.6453 1.8034  0.272
20 O -1.5510 2.5545 0.9759  -0.658
21 C 0.8285 3.5034 1.5898  0.544
22 C 1.0998 3.6532 0.1014  -0.570
23 C 2.1220 4.5832 -0.1731  -0.389
24 C 2.7207 5.2304 0.8546  -0.550
25 C 2.2071 5.5202 1.8632  -0.366
26 C 1.1265 4.4907 2.3206  0.685
27 Br 0.3986 4.8369 4.0623  -0.173
28 C 0.6883 -0.1543 0.0202  -0.897
29 C -0.3712 0.2614 -0.9789  -1.054
30 H -0.8463 -5.5512 -0.4343  0.319
31 H 0.3882 -5.5356 -1.6429  0.341
32 H -1.3374 -5.8538 -2.0685  0.362
33 H -0.1595 -4.9013 -3.7603  0.181
34 H 0.1291 -3.5503 -5.7326  0.575
35 H 0.0439 -1.2487 -5.8317  0.534
36 H -0.6694 0.0308 -4.0431  0.230
37 H -2.3713 -0.6411 0.1184  0.316
38 H -2.3911 -2.3035 -0.7741  0.357
39 H -0.1160 -2.5772 0.6624  0.562
40 H -1.4136 -2.1268 1.5529  0.167
41 H -0.0326 -0.1636 4.7187  0.415
42 H -1.3416 -1.0460 3.9247  0.356
43 H -1.8645 1.3041 4.0413  0.510
44 H -2.1725 0.8292 2.3634  0.160
45 H 0.3661 1.9615 3.5552  0.407
46 H 0.7716 2.8748 -0.4805  0.218
47 H 2.7581 4.4508 -1.1760  0.213
48 H 3.5094 5.9750 0.5025  0.253
49 H 2.5930 6.2127 2.6572  0.320
50 H 1.3765 -0.8343 -0.3501  0.518
51 H 1.3128 0.8359 0.2100  0.418
52 H -1.0874 1.0371 -0.9021  0.349
53 H 0.0628 0.6967 -1.8810  0.589

Cartesian forces, eV/Å:
C 4.225 -8.980 -1.945
O -1.157 10.376 -2.359
C 1.229 0.451 0.831
C -3.056 -3.352 7.196
C -0.958 4.283 1.316
C -0.676 -9.523 8.118
C -1.649 4.767 -1.887
C 0.167 -3.572 -2.165
N -2.687 2.009 5.722
C 0.576 -0.278 -8.512
C -4.735 -7.552 6.203
N 5.482 6.732 0.222
S -12.696 11.820 -1.659
O 3.733 2.560 -0.373
O 5.575 -15.515 2.964
C 4.922 -7.537 2.115
C -8.766 -1.467 -3.385
N 5.695 1.582 -0.548
C -0.497 1.518 -2.321
O 4.418 0.449 3.026
C -5.926 -3.786 -6.776
C 3.677 2.378 3.890
C -0.729 -5.935 -4.607
C 8.760 2.347 -13.425
C -8.178 0.635 16.917
C 3.211 6.325 3.619
Br 0.289 0.149 -0.187
C -1.247 5.663 1.033
C 1.245 -1.485 -4.972
H -0.595 -0.419 1.698
H -1.806 0.189 0.205
H -0.293 0.858 -0.021
H 0.713 2.668 -1.427
H 1.421 -2.749 -5.904
H 2.648 4.716 -8.205
H 0.658 -0.747 2.279
H -0.951 0.627 0.332
H 0.689 0.723 2.481
H 0.992 -1.211 -1.571
H 1.239 0.497 -0.541
H -1.058 0.955 -1.109
H 1.090 1.863 -0.885
H -2.913 0.337 2.869
H 3.195 0.494 2.443
H -1.543 1.795 -1.668
H -0.973 -1.150 -1.803
H -1.976 0.706 2.027
H -0.331 -1.301 0.457
H -0.611 -0.643 -0.988
H 1.101 -1.727 -0.927
H -1.264 -2.051 0.284
H -0.835 0.498 1.987
H 1.155 0.010 -0.066

Entry from the OMol25 dataset: C47H44MgN6O2 as an isolated structure at a distorted geometry (ωB97M-V/def2-TZVPD).

Properties
HOMO energy (eV): -6.8
Kohn-Sham gap (eV): 7.210
ΔE to the lowest compared entry with this formula, charge and spin (eV): 2.1778

Last column: Mulliken charge in e.
Geometry (Å):
1 Mg 0.0464 0.7019 -0.1291  1.861
2 C -2.7826 -2.0484 -0.6373  -1.561
3 C -2.7123 -0.8493 -1.6019  -0.778
4 C -3.0083 0.4497 -0.9025  0.642
5 C -4.1213 1.2092 -1.2413  -0.982
6 C -4.4584 2.3131 -0.4742  -0.608
7 C -3.6797 2.6394 0.6227  -0.823
8 C -2.5582 1.8790 0.8666  -0.056
9 N -2.2129 0.8136 0.1275  0.644
10 N -1.5494 -2.2310 0.1325  0.929
11 C -1.7397 -1.9578 1.5652  -1.081
12 C -0.4574 -1.6888 2.3111  0.344
13 C 0.0782 -2.6605 3.1422  -0.741
14 C 1.2747 -2.4187 3.7934  -0.593
15 C 1.8938 -1.1968 3.6031  -0.979
16 C 1.2885 -0.2751 2.7684  0.081
17 N 0.1339 -0.4961 2.1298  0.157
18 C -0.7926 -3.4490 -0.1885  -1.216
19 C 0.4913 -3.1776 -0.9536  0.764
20 C 0.6983 -3.7063 -2.2202  -0.938
21 C 1.8769 -3.3996 -2.8878  -0.484
22 C 2.8041 -2.5814 -2.2684  -0.766
23 C 2.5162 -2.1039 -0.9959  -0.775
24 N 1.3881 -2.3970 -0.3506  -0.026
25 H -2.9936 -2.9382 -1.2288  0.470
26 H -3.6271 -1.9245 0.0476  0.515
27 H -3.4147 -0.9905 -2.4242  0.684
28 H -1.7080 -0.8138 -2.0186  -0.024
29 H -4.7190 0.9233 -2.0974  0.499
30 H -5.3240 2.9115 -0.7291  0.418
31 H -3.9146 3.4830 1.2545  0.501
32 H -1.8903 2.1214 1.6890  0.150
33 H -2.2780 -2.7720 2.0699  0.383
34 H -2.3428 -1.0615 1.6346  0.425
35 H -0.4394 -3.6026 3.2719  0.424
36 H 1.7160 -3.1722 4.4336  0.410
37 H 2.8305 -0.9551 4.0877  0.477
38 H 1.7598 0.6806 2.5921  0.106
39 H -1.4089 -4.1168 -0.7914  0.427
40 H -0.5473 -3.9886 0.7276  0.362
41 H -0.0494 -4.3445 -2.6766  0.384
42 H 2.0634 -3.7929 -3.8801  0.410
43 H 3.7269 -2.3031 -2.7614  0.469
44 H 3.2018 -1.4430 -0.4779  1.080
45 N 1.9690 0.7885 0.1280  -0.106
46 C 2.7944 1.7031 0.3989  -0.640
47 C 4.2886 1.4186 0.3935  0.482
48 C 5.1503 1.9485 1.3515  -0.144
49 C 6.4975 1.6014 1.3654  -0.850
50 C 7.0039 0.7380 0.4045  -0.442
51 C 6.1536 0.2147 -0.5648  -0.977
52 C 4.8066 0.5484 -0.5636  -0.488
53 C 2.4035 3.1280 0.7530  1.073
54 C 3.1634 4.2086 0.3081  -0.557
55 C 2.7567 5.5138 0.5562  -0.956
56 C 1.5870 5.7593 1.2633  -0.843
57 C 0.8258 4.6922 1.7191  -1.137
58 C 1.2345 3.3919 1.4632  -0.021
59 H 4.7612 2.6319 2.0990  0.456
60 H 7.1548 2.0110 2.1250  0.394
61 H 8.0568 0.4800 0.4049  0.393
62 H 6.5470 -0.4558 -1.3220  0.389
63 H 4.1230 0.1438 -1.3020  0.733
64 H 4.0795 4.0241 -0.2430  0.563
65 H 3.3573 6.3429 0.1965  0.784
66 H 1.2630 6.7762 1.4539  0.520
67 H -0.0915 4.8786 2.2685  0.361
68 H 0.6316 2.5589 1.8109  0.039
69 C 0.3803 8.6388 0.4801  -1.396
70 C -0.3050 7.4770 -0.1965  1.341
71 C -1.6281 7.1849 0.1284  -1.502
72 C -2.2856 6.1385 -0.4999  -0.810
73 C -1.6338 5.3654 -1.4442  -0.674
74 C -0.3119 5.6445 -1.7760  0.289
75 N 0.3603 4.9036 -2.7543  0.233
76 C -0.3011 4.0596 -3.6873  -0.308
77 C -0.5146 4.5590 -4.9742  -0.591
78 C -1.0662 3.7791 -5.9755  -0.687
79 C -1.4153 2.4620 -5.7023  -0.814
80 C -1.1831 1.9521 -4.4383  -0.649
81 C -0.6389 2.7320 -3.4149  0.292
82 C -0.3750 2.0474 -2.0950  0.806
83 O -0.4042 2.6757 -1.0075  -0.518
84 O -0.1317 0.7906 -2.1377  -0.865
85 C 0.3625 6.7073 -1.1527  1.917
86 C 1.7830 7.0287 -1.5524  -2.698
87 H -0.3133 9.1557 1.1421  0.419
88 H 0.7541 9.3622 -0.2487  0.365
89 H 1.2332 8.3111 1.0824  0.457
90 H -2.1443 7.7876 0.8684  0.348
91 H -3.3258 5.9401 -0.2637  0.483
92 H -2.1446 4.5496 -1.9401  0.297
93 H 1.0966 5.4273 -3.1927  0.469
94 H -0.2343 5.5867 -5.1791  0.448
95 H -1.2207 4.1987 -6.9618  0.382
96 H -1.8467 1.8357 -6.4752  0.437
97 H -1.4027 0.9167 -4.2152  0.405
98 H 2.3564 6.1227 -1.7603  0.694
99 H 2.3066 7.5609 -0.7595  0.419
100 H 1.8081 7.6664 -2.4449  0.397

Cartesian forces, eV/Å:
Mg -0.380 -0.336 0.339
C 0.167 0.205 -0.056
C 0.109 0.020 0.209
C 0.042 0.060 0.354
C -0.035 0.007 0.050
C -0.009 0.009 -0.079
C -0.111 0.099 -0.047
C 0.239 -0.397 -0.098
N -0.141 0.188 -0.264
N 0.075 0.158 0.249
C 0.144 -0.146 -0.242
C 0.121 0.074 -0.139
C -0.034 -0.045 0.033
C 0.076 0.059 0.020
C -0.010 -0.121 0.112
C -0.215 0.076 -0.078
N 0.086 -0.220 -0.222
C 0.020 0.249 -0.048
C -0.025 0.113 0.041
C 0.025 -0.028 -0.042
C -0.024 -0.044 -0.020
C -0.043 -0.004 0.007
C -0.096 -0.078 0.113
N -0.079 0.047 0.007
H 0.040 -0.143 -0.037
H -0.054 -0.015 -0.026
H -0.073 0.055 0.026
H 0.065 -0.009 -0.133
H -0.006 -0.003 0.043
H -0.006 -0.014 -0.003
H 0.015 0.029 0.008
H -0.013 0.013 -0.092
H -0.015 -0.089 0.001
H -0.163 0.093 0.041
H -0.011 0.020 -0.037
H -0.007 0.011 -0.003
H -0.026 0.010 -0.044
H -0.037 0.032 -0.038
H -0.090 -0.105 0.003
H 0.073 0.031 0.099
H 0.004 0.038 0.004
H -0.019 0.016 0.020
H -0.009 -0.022 0.034
H -0.178 -0.129 0.026
N 0.960 0.738 0.294
C -0.212 -0.338 -0.082
C -0.131 0.073 -0.033
C 0.012 -0.050 0.017
C -0.034 0.022 0.009
C -0.026 0.000 -0.031
C -0.022 -0.010 -0.003
C 0.084 0.046 0.000
C 0.009 -0.089 -0.062
C -0.032 0.054 0.077
C 0.327 -0.286 0.534
C 0.191 -0.165 0.315
C 0.046 -0.114 0.053
C 0.082 0.049 -0.053
H 0.019 -0.011 -0.036
H -0.049 -0.018 -0.038
H -0.049 -0.005 0.002
H -0.027 0.044 0.033
H 0.103 0.112 -0.002
H -0.035 0.003 0.020
H 0.064 -0.332 0.298
H 0.241 -0.747 0.202
H 0.045 -0.011 -0.045
H -0.004 -0.036 0.032
C -0.094 0.165 -0.172
C -0.238 0.153 -0.156
C 0.127 0.033 0.032
C 0.001 -0.060 -0.006
C -0.139 0.025 0.015
C -0.059 0.105 -0.005
N 0.024 -0.172 0.032
C 0.071 0.145 0.013
C -0.006 0.037 -0.010
C 0.000 -0.062 0.078
C -0.003 0.067 -0.065
C -0.055 0.006 0.139
C 0.031 -0.202 0.087
C 0.225 0.065 0.006
O -0.019 -0.429 -0.480
O -0.319 0.346 -0.078
C -0.008 0.129 -0.205
C -0.259 0.265 -0.339
H -0.004 0.005 0.000
H -0.006 -0.007 0.037
H -0.091 0.456 -0.176
H 0.032 -0.014 -0.049
H 0.052 -0.049 -0.002
H -0.003 0.030 0.058
H 0.081 0.059 -0.094
H -0.025 -0.023 0.019
H -0.001 -0.015 0.016
H 0.037 0.036 0.061
H 0.009 -0.016 0.004
H -0.097 0.138 -0.038
H -0.179 0.105 -0.293
H -0.043 -0.018 -0.022

Entry from the OMol25 dataset: an isolated ion of composition C5H10N3 and charge +1 at a distorted geometry (ωB97M-V/def2-TZVPD).

Properties
Total charge: +1
HOMO energy (eV): -12.2
Kohn-Sham gap (eV): 8.869
SMILES: [NH3+]CCc1c[nH]cn1
ΔE to the lowest compared entry with this formula, charge and spin (eV): 1.9079

Last column: Mulliken charge in e.
Geometry (Å):
1 N -0.6557 1.7153 -1.3324  -0.292
2 C 0.6086 1.6114 -0.4577  -0.546
3 C 0.4708 0.9387 0.8925  -0.515
4 C 0.1568 -0.5382 0.7074  0.389
5 C 0.8125 -1.7330 1.0288  -0.538
6 N 0.0221 -2.7336 0.6034  -0.123
7 C -1.0419 -2.1561 -0.2088  -0.377
8 N -0.9569 -0.8223 -0.0182  -0.530
9 H -1.1448 0.8675 -1.1342  0.330
10 H -1.2822 2.5863 -1.1597  0.412
11 H -0.2849 1.9572 -2.3356  0.396
12 H 1.5077 1.2334 -1.0819  0.370
13 H 0.6524 2.6966 -0.1727  0.324
14 H 1.4873 0.9488 1.4010  0.303
15 H -0.4304 1.3298 1.3970  0.266
16 H 1.6914 -1.6629 1.5757  0.417
17 H 0.0707 -3.5667 1.1268  0.249
18 H -1.6835 -2.6724 -0.8315  0.466

Cartesian forces, eV/Å:
N 1.261 3.252 -1.713
C 1.030 2.800 0.073
C 0.202 -2.544 -0.320
C 0.443 -1.086 -0.307
C -2.266 3.801 -0.331
N -1.203 1.326 -2.300
C 3.588 2.332 4.432
N -0.691 -1.802 -1.939
H -1.178 -1.741 -0.615
H 1.315 -1.994 0.360
H -1.244 -1.499 2.030
H -1.772 0.724 0.952
H 1.261 -0.816 -0.567
H -1.530 0.823 -0.230
H 0.952 0.352 0.428
H 1.378 -1.210 1.066
H -0.270 -1.638 -0.303
H -1.277 -1.080 -0.716

| no. | LUMO level (eV) |
| --- | --- |
| 1 | 0.41 |
| 2 | 0.40 |
| 3 | -3.36 |